# 1
{
  "formula": "C19H31NO3",
  "method": "wB97M-V/def2-TZVPD",
  "elements": ["O", "O", "O", "N", "C", "C", "C", "C", "C", "C", "C", "C", "C", "C", "C", "C", "C", "C", "C", "C", "C", "C", "C", "H", "H", "H", "H", "H", "H", "H", "H", "H", "H", "H", "H", "H", "H", "H", "H", "H", "H", "H", "H", "H", "H", "H", "H", "H", "H", "H", "H", "H", "H", "H"],
  "positions_angstrom": [[3.0264, -2.4430, 0.7913], [-0.5330, -1.2178, -1.6487], [-0.2993, -1.5854, 0.4325], [3.5201, 0.1700, -0.1578], [5.5592, 1.0192, -1.2019], [-0.8809, -1.1431, -0.6229], [0.8215, -2.4077, 0.2512], [-2.2604, -0.4005, -0.1924], [-1.8419, 1.1901, -0.0053], [3.5742, 1.2433, 1.0596], [6.0106, 0.8031, 0.1110], [4.8695, 1.8826, 0.9278], [1.9142, -1.5939, 0.7150], [2.0869, -0.2864, -0.3870], [-3.9158, 1.4744, 1.6772], [-4.4904, 0.3769, -1.1611], [-2.9850, -0.9328, 0.7856], [-3.1132, 1.9032, 0.2396], [-3.9965, 1.9752, -0.8134], [-4.1979, 0.1182, 1.3107], [-3.0887, -0.4137, -1.4765], [3.9945, 0.8710, -1.4520], [-5.2213, -0.1459, 0.0795], [2.7415, 1.8207, 1.2986], [6.9493, 1.4826, 0.4143], [-4.8100, 2.0311, 2.0651], [3.5263, 1.8755, -1.2897], [6.0025, 1.9173, -1.8401], [-5.5670, -1.2391, -0.1149], [3.5837, 0.5547, 1.6699], [-4.8733, 2.6037, -0.6627], [-6.1789, 0.5782, 0.2340], [5.2008, 2.0256, 2.2099], [-2.7363, 2.9965, 0.5339], [-3.6533, 2.4277, -1.6538], [-3.4683, -1.4809, -1.6536], [-4.8515, -0.5465, 2.1753], [3.7349, 0.1702, -2.1608], [-0.9791, 1.1372, 0.7968], [-2.3540, -0.9092, 1.8299], [3.8139, -1.7117, 0.2035], [0.7582, -3.4262, 0.7796], [-1.2591, 1.4080, -0.7204], [-2.5895, -0.1016, -2.2981], [4.8532, 2.8871, 0.6329], [2.0969, -0.6476, -1.3258], [5.9272, -0.0038, -1.6376], [1.8456, -0.9782, 1.6601], [1.3708, 0.2574, -0.0957], [-3.3165, -1.9483, 1.0188], [0.7802, -2.7321, -0.6527], [-5.1183, 0.5990, -2.1037], [5.9988, -0.0292, 0.5424], [-3.0529, 1.2753, 2.6074]],
  "forces_ev_per_angstrom": [[3.6525, 3.6062, -2.9094], [4.7751, -1.0359, -13.9326], [-0.4424, -1.2674, 3.3137], [-2.5953, 1.9764, -0.6124], [-0.0060, -2.3873, -6.8210], [-7.8330, 2.7638, 11.7289], [-1.3989, -0.7300, 6.2128], [5.3537, 3.0266, -7.7785], [-1.9868, -6.1394, 7.2051], [0.6895, 1.2071, -7.7966], [0.2980, 13.5526, 2.8889], [3.5666, -1.9551, 5.3074], [2.9604, 2.4667, -1.0380], [7.6130, -5.6679, 3.2440], [4.4534, -0.3310, 0.4595], [1.6014, 3.2119, -1.6895], [-2.6893, 0.2073, 12.5175], [2.9832, 5.5409, 7.3922], [-5.0950, -3.5272, -1.9509], [-4.4393, -8.3173, -0.5078], [-5.0348, -1.9565, 2.7244], [1.3238, 1.7250, 5.8920], [-1.3003, 2.0650, -0.2169], [-1.7649, 1.3779, -0.6519], [-1.4967, -2.1491, -1.0200], [1.0847, -0.1135, -0.8244], [0.0169, -0.7131, -1.6667], [-0.7936, -1.9508, 1.6255], [0.6735, 1.7982, 0.9153], [0.4672, -6.2728, 7.1620], [-0.3918, -0.2684, 0.7661], [1.8440, -1.8872, -0.3673], [-0.4890, -0.3035, -3.6595], [-0.8095, -1.6170, -0.7116], [1.7904, 0.8085, -2.8500], [0.8280, 1.0932, 0.0062], [2.1943, 1.8628, -1.7146], [-0.5252, -0.4601, -2.3404], [-2.2346, 0.5400, -0.3222], [-0.6164, 0.1879, -2.0789], [-2.7387, -2.5347, 2.5921], [-0.3408, 1.6695, 0.2819], [3.2630, 2.1879, -6.3445], [1.3835, 1.2681, -2.5893], [0.3176, 1.2246, -1.2058], [-0.7374, -1.1857, -3.2276], [-0.2243, 1.8577, -0.6550], [-0.8263, -1.1859, -0.4864], [-5.2563, 4.9831, 1.6138], [-0.3076, -0.0602, -1.7058], [0.9503, -1.3515, -6.2855], [0.7687, -1.1891, 1.3755], [-0.1557, -6.9779, 3.2367], [-2.3225, 1.3266, -2.5006]],
  "e_lumo_ev": 0.6
}

# 2
{
  "formula": "C19H31NOP2Ti",
  "method": "wB97M-V/def2-TZVPD",
  "elements": ["Ti", "P", "P", "O", "N", "C", "C", "C", "C", "C", "C", "C", "C", "C", "C", "C", "C", "C", "C", "C", "C", "C", "C", "C", "H", "H", "H", "H", "H", "H", "H", "H", "H", "H", "H", "H", "H", "H", "H", "H", "H", "H", "H", "H", "H", "H", "H", "H", "H", "H", "H", "H", "H", "H", "H"],
  "positions_angstrom": [[1.6437, 0.6457, 0.4658], [1.6503, 1.3593, 2.7746], [2.1564, -0.4905, -1.5733], [-0.4093, 2.7376, -0.6123], [-0.9695, -0.3385, -0.8728], [0.7156, 2.9034, 3.0891], [1.6761, -2.2332, -1.8435], [-2.7005, -1.4499, 2.2132], [-1.0964, -1.2650, -3.1968], [-3.3007, -1.6322, -4.0724], [-1.9065, -1.7313, -4.2314], [0.3651, 1.9661, -0.1664], [-3.3563, 0.8577, 1.7925], [-1.7423, -0.2502, 0.3169], [3.9680, -0.5014, -1.7669], [3.3785, 1.7991, 3.1948], [-3.8968, -1.0786, -2.9413], [-1.7996, -1.3878, 1.1421], [-3.0664, -0.5981, -1.9409], [-3.4904, -0.3326, 2.5170], [-2.4366, 0.9184, 0.7375], [-1.6559, -0.7201, -1.9976], [1.5757, 0.4613, -3.0324], [1.1385, 0.2586, 4.1402], [4.0088, 0.9048, 3.0988], [-0.0166, -1.3460, -3.3196], [2.0689, -2.5749, -2.8156], [0.4796, 0.4879, -3.0472], [1.3367, 0.7424, 5.1096], [1.0285, 3.6688, 2.3662], [1.7096, -0.6775, 4.0738], [-3.4784, -0.1683, -1.0351], [0.0682, 0.0293, 4.0399], [-4.2216, -0.3985, 3.3317], [3.4333, 2.1914, 4.2209], [1.9175, 1.5026, -2.9675], [2.0672, -2.8526, -1.0245], [-2.3599, 1.8277, 0.1420], [-1.4427, -2.1612, -5.1369], [-2.7897, -2.3812, 2.7636], [0.5840, -2.3294, -1.8237], [-3.9803, 1.7271, 2.0133], [-3.9665, -2.0009, -4.8881], [3.7351, 2.5504, 2.4788], [-0.3585, 2.7130, 2.9573], [-4.9767, -0.9775, -2.7459], [1.9471, -0.0218, -3.9498], [2.9282, 1.5747, 0.2342], [0.6606, -0.9468, 0.7509], [4.2230, -0.9357, -2.7439], [0.9141, 3.2584, 4.1116], [-1.1601, -2.2349, 0.8916], [4.3263, 0.5320, -1.6865], [4.4004, -1.0947, -0.9507], [0.4730, -0.5065, 1.4154]],
  "forces_ev_per_angstrom": [[-1.2531, -2.1517, -0.0306], [0.0432, 0.8880, 0.9956], [0.2050, -0.2463, -1.1611], [2.9573, -2.2581, 1.5269], [1.1501, 0.1722, 0.9151], [0.0887, -0.0031, 0.1819], [0.0239, -0.1139, -0.0839], [0.2849, 0.5555, -0.4618], [0.2076, 0.0676, 0.1412], [-0.9319, -0.8114, -1.7338], [-0.6439, 0.4873, 0.7324], [-4.1932, 4.2216, -2.2428], [0.5881, -0.3793, -0.1356], [0.4189, 0.3128, -0.1620], [0.0015, -0.1700, -0.3583], [-0.0558, 0.1147, 0.2806], [0.6825, 0.3834, 0.6254], [-0.7395, 0.2068, 0.2807], [-0.2681, -0.4558, -0.4014], [-0.2355, -0.1750, 0.3283], [-0.3046, -0.5300, -0.1369], [-0.5358, 0.1352, 0.2372], [-0.0085, -0.0605, -0.0262], [0.0619, 0.0861, 0.1212], [-0.1008, 0.2464, 0.0710], [-0.6784, -0.0380, -0.0033], [-0.1510, -0.0808, 0.3654], [0.4149, 0.0350, 0.0544], [-0.1336, -0.2358, -0.2520], [-0.0771, -0.2190, 0.1906], [-0.1756, 0.2042, 0.0797], [-0.2338, -0.1218, -0.4069], [0.2672, 0.0448, 0.0581], [0.2924, 0.0490, -0.3493], [0.1154, -0.1235, -0.2292], [0.1964, -0.3377, 0.0177], [0.1454, 0.1567, -0.2683], [-0.0931, -0.3580, 0.1131], [-0.4563, 0.2795, 0.5756], [-0.0593, 0.1840, 0.1113], [0.4102, 0.0584, 0.0601], [0.2360, -0.2845, 0.0471], [0.6499, 0.2638, 0.6683], [-0.1171, -0.2320, 0.2096], [0.2810, 0.0359, 0.0389], [0.5279, -0.2635, -0.6616], [-0.1294, 0.2825, 0.1433], [1.7458, 1.2243, -0.2073], [-0.2581, 0.0900, 1.0340], [0.2277, 0.0866, 0.2828], [-0.1369, -0.0256, -0.2647], [-0.3503, 0.0770, -0.0559], [-0.0348, -0.3124, -0.0609], [0.0399, 0.1082, -0.2700], [0.0918, -1.0701, -0.5236]],
  "multiplicity": 3,
  "s_squared": 2.01,
  "e_lumo_ev": [-0.4, -0.4]
}

# 3
{
  "formula": "C19H32BBrO7OsPTe2",
  "method": "wB97M-V/def2-TZVPD",
  "elements": ["Os", "Te", "Te", "Br", "P", "O", "O", "O", "O", "O", "O", "O", "C", "C", "C", "C", "C", "C", "C", "C", "C", "C", "C", "C", "C", "C", "C", "C", "C", "C", "C", "B", "H", "H", "H", "H", "H", "H", "H", "H", "H", "H", "H", "H", "H", "H", "H", "H", "H", "H", "H", "H", "H", "H", "H", "H", "H", "H", "H", "H", "H", "H", "H", "H"],
  "positions_angstrom": [[-0.2879, -0.2441, 0.7970], [1.8393, -0.4446, 3.2016], [-0.7799, 1.2054, -3.0433], [-5.0757, 0.7257, 2.6424], [-1.3199, -0.7564, -1.7943], [-1.9302, -1.9512, -2.6413], [-2.4773, -0.4772, -0.7201], [-0.7766, 0.7334, 2.4607], [1.0224, 1.8495, -0.9258], [-2.3842, 1.1788, 3.9419], [-0.1594, -1.2799, -0.9497], [2.2874, 1.3262, 0.8674], [-1.3704, -2.0267, -5.0239], [3.9882, 3.0841, 0.7992], [-1.1569, -2.6262, -3.6459], [3.1737, 2.0813, -0.0044], [-3.8369, -3.1204, 1.7509], [1.7278, 4.1173, -0.6393], [2.1855, 2.7173, -1.0366], [-3.6881, 0.2378, -1.0110], [3.9768, -0.1118, 3.3130], [-3.9977, -0.8149, 2.3975], [2.1202, -2.5931, 3.3770], [-4.6038, -1.9943, 1.9831], [-1.9183, 0.5023, 3.0630], [-1.8599, -1.9077, 2.3440], [-2.4637, -3.0833, 1.9307], [4.1220, 1.0636, -0.6358], [-2.6182, -0.7579, 2.5764], [-4.7596, -0.6702, -1.5710], [2.6767, 2.7225, -2.4754], [1.1039, 1.1425, 0.2309], [-4.3139, -4.0317, 1.4282], [-0.9270, -1.0349, -5.1046], [1.3311, 4.1190, 0.3737], [4.6321, 0.5349, 0.1641], [4.8606, 1.5630, -1.2534], [4.4805, -0.4946, 2.4335], [-4.5235, -0.9780, -2.5844], [-5.7073, -0.1396, -1.5679], [2.8325, 1.7142, -2.8417], [4.3656, -0.6021, 4.1990], [2.7673, -2.9416, 2.5769], [-5.6740, -2.0267, 1.8434], [2.5529, 4.8187, -0.7111], [2.5722, -2.8255, 4.3345], [-4.8559, -1.5593, -0.9543], [-3.9995, 0.6698, -0.0588], [-1.8695, -3.9670, 1.7621], [-3.4601, 1.0581, -1.7026], [-0.1002, -2.6113, -3.3645], [4.6669, 2.5426, 1.4500], [4.1319, 0.9583, 3.3959], [1.9287, 3.2048, -3.0974], [3.6039, 3.2814, -2.5426], [4.5799, 3.6959, 0.1241], [-0.7966, -1.9091, 2.5923], [-1.5173, -3.6563, -3.6244], [0.9388, 4.4369, -1.3149], [3.5701, 0.3375, -1.2252], [-2.4343, -1.9534, -5.2383], [3.3652, 3.7243, 1.4125], [1.1578, -3.0873, 3.3128], [-0.9180, -2.6688, -5.7756]],
  "forces_ev_per_angstrom": [[0.1762, -0.1411, 1.7304], [0.6403, -1.0957, 0.3436], [0.0428, 0.0019, -0.1860], [-0.0663, -0.2389, -0.0990], [-1.4692, -0.9600, 0.0317], [0.0926, 1.2238, 0.4990], [0.9226, -0.3833, -0.6932], [0.7713, 0.1131, -1.0943], [-0.2050, 0.2818, -0.8683], [0.4969, -0.1584, -0.3475], [0.2270, 0.3280, 0.3984], [0.5237, 0.5462, 0.2666], [-0.1257, 0.0061, 0.2636], [-0.3181, -0.2781, -0.0560], [0.3828, -0.4698, -0.7814], [0.2839, 0.0356, -0.2738], [0.2230, -0.1109, -0.0718], [-0.0305, -0.3589, -0.0062], [0.2300, 0.4523, 0.0725], [-0.7964, 0.5678, -0.0747], [-0.4244, 0.0397, -0.2992], [-0.0751, 0.0981, -0.0473], [0.0175, 0.4243, 0.0333], [-0.0156, 0.3082, 0.0677], [-1.3262, -0.2993, 0.7329], [-0.0260, 0.0768, 0.1899], [-0.0496, -0.0862, -0.1316], [-0.3391, 0.1348, 0.2401], [0.0549, 0.3016, 0.1440], [0.2640, -0.0015, 0.1006], [-0.2522, -0.1802, 0.3974], [0.2183, -0.1321, -0.0090], [-0.0690, -0.1245, -0.0099], [0.0342, -0.0045, -0.0386], [0.0047, 0.0743, 0.0870], [0.1075, -0.0624, 0.0534], [0.1164, -0.0169, -0.1398], [-0.0253, -0.0457, -0.1462], [-0.0361, -0.0551, -0.1549], [-0.1033, 0.0552, -0.0482], [0.0967, -0.1134, -0.0912], [-0.1501, -0.0775, 0.1200], [-0.0358, 0.0797, -0.0739], [-0.0652, 0.0419, 0.0019], [0.0488, 0.1344, 0.0301], [0.0147, 0.0638, 0.1224], [-0.0569, -0.0853, 0.0868], [0.0979, -0.0382, -0.0770], [0.0740, -0.1213, 0.0129], [-0.0059, -0.0737, 0.1539], [-0.0807, -0.0826, 0.0285], [0.1363, -0.0472, 0.0961], [-0.0267, 0.0881, -0.0153], [-0.0273, 0.1358, -0.1629], [0.1357, 0.1000, -0.1034], [0.0950, 0.1112, -0.0464], [-0.1254, -0.0590, 0.0224], [0.1217, 0.1067, 0.0773], [-0.0791, 0.0595, -0.0622], [-0.0066, -0.1267, -0.1464], [-0.0759, -0.0111, -0.0368], [-0.1021, 0.1142, 0.0486], [-0.1420, -0.0294, -0.0259], [0.0818, -0.0356, -0.0349]],
  "multiplicity": 5,
  "s_squared": 6.02,
  "e_lumo_ev": [-2.7, -5.4],
  "charge": 1
}

# 4
{
  "formula": "C19H32CdNP",
  "method": "wB97M-V/def2-TZVPD",
  "elements": ["Cd", "P", "N", "C", "C", "C", "C", "C", "C", "C", "C", "C", "C", "C", "C", "C", "C", "C", "C", "C", "C", "C", "H", "H", "H", "H", "H", "H", "H", "H", "H", "H", "H", "H", "H", "H", "H", "H", "H", "H", "H", "H", "H", "H", "H", "H", "H", "H", "H", "H", "H", "H", "H", "H"],
  "positions_angstrom": [[0.0000, 0.0000, 0.0000], [2.0341, -0.6262, -0.9942], [-2.6871, -1.0172, -2.9520], [-2.4293, 1.3181, -2.0827], [0.4814, 3.2186, -3.6606], [-1.3139, 1.1134, 4.7578], [-0.1479, 1.8247, 1.0285], [1.1702, 1.1218, 4.6701], [-2.4573, -0.1884, -1.7707], [-1.0183, 1.8369, -2.2898], [-0.1012, 0.6761, 3.8718], [-1.5217, -1.1367, -3.8160], [2.5947, 1.1264, -1.2668], [-0.0761, -0.9173, 4.2588], [2.0951, -1.3710, -2.6798], [1.5849, 2.7137, -2.9657], [0.0903, 1.3725, -1.5284], [-0.1520, 1.3309, 2.2841], [-0.7989, 2.7574, -3.3350], [3.4002, -1.4677, -0.0832], [1.3967, 1.7934, -1.9200], [-3.2347, -2.3173, -2.5973], [2.8133, 1.5428, -0.2649], [3.1124, -1.3298, -3.1075], [-0.9885, -1.5240, 4.0649], [-1.1704, 0.8191, 5.8404], [3.5087, 1.2022, -1.8835], [-3.3052, -0.3663, -1.0792], [1.7565, -2.4195, -2.6309], [-1.6633, 3.1088, -3.9114], [1.3200, 2.2097, 4.6870], [0.8380, -1.5006, 4.0073], [-1.4520, 2.2027, 4.7824], [-2.2504, 0.5777, 4.4847], [2.0897, 0.5842, 4.3462], [3.5050, -1.0040, 0.9119], [4.3571, -1.3839, -0.6281], [-1.5258, -0.4808, -1.2222], [-1.7847, -1.7251, -4.7125], [-3.0190, 1.5358, -2.9902], [0.6198, 3.9399, -4.4732], [-2.9161, 1.8358, -1.2431], [2.6010, 3.0198, -3.2417], [-2.5361, -2.9443, -1.9881], [-0.3047, -1.4263, 1.0615], [-3.4802, -2.8821, -3.5143], [-4.1625, -2.1795, -2.0149], [1.3996, -0.8045, -3.3207], [0.1855, -0.9384, 1.5335], [-0.6540, -1.6384, -3.3180], [3.1533, -2.5346, 0.0510], [-1.1908, -0.1400, -4.1512], [-0.0360, -1.0408, 5.3916], [1.1036, 0.8328, 5.7607]],
  "forces_ev_per_angstrom": [[-0.6270, 0.6206, 0.2761], [3.1913, -0.8305, -0.7704], [0.1509, -0.1937, 0.2798], [0.4600, -0.1798, 0.2089], [-0.0305, -0.1906, 0.1929], [-0.4631, 0.0439, 0.3405], [-0.2004, -0.2367, 8.5754], [0.5270, 0.0581, 0.3686], [-1.4271, 0.0554, -0.2320], [1.3541, 0.5780, -0.3941], [0.0708, -0.4715, 1.1045], [0.1595, 0.0531, -0.1880], [-0.0587, -0.3416, 0.2608], [-0.0053, -0.5164, 0.3236], [-0.1114, 0.0559, 0.0557], [-0.1777, -0.0815, 0.2519], [-0.3693, 1.2112, -3.9884], [0.3320, -0.1260, -2.2688], [-0.0452, 0.0016, 0.3027], [0.3180, 0.0635, -0.2604], [-0.9682, 0.2021, -0.4320], [-0.0502, -0.2130, 0.0245], [-0.0962, -0.0864, -0.3208], [-0.4046, 0.0195, 0.2281], [0.5155, 0.5735, -0.6682], [0.2909, 0.2063, -1.1963], [-0.3920, -0.1392, 0.2280], [0.4408, -0.0789, -0.3136], [0.1566, 0.3910, -0.0430], [0.3185, -0.0902, 0.1270], [0.0869, -0.2772, -0.3907], [-0.5543, 0.5239, -0.6297], [-0.1668, -0.2845, -0.3406], [0.5013, 0.6673, -0.2278], [-0.5211, 0.6450, -0.2461], [-0.0279, -0.1645, -0.3722], [-0.2898, -0.0968, 0.2981], [-0.8381, -0.2327, -0.6534], [0.0797, 0.2107, 0.3715], [0.1088, -0.2858, 0.4243], [-0.0547, -0.3131, 0.3152], [0.2319, 0.0275, -0.1358], [-0.3557, -0.0990, 0.0674], [-0.2155, 0.2589, -0.2352], [0.5106, -0.5775, 1.7691], [0.1113, 0.2370, 0.3801], [0.3762, -0.0847, -0.2566], [0.3237, -0.2040, 0.2150], [-1.2601, -1.6812, -0.0495], [-0.4481, 0.1750, -0.1321], [0.0913, 0.4113, -0.0554], [-0.0932, -0.3500, 0.1879], [-0.0529, 0.9493, -1.2371], [-0.4024, 0.1872, -1.1393]],
  "e_lumo_ev": 0.4
}

Number 1: strongest force on any atom 14.8 eV/Å, E -1022.52491 Eh. Number 2: strongest force on any atom 6.4 eV/Å, E -2404.56812 Eh. Number 3: strongest force on any atom 1.8 eV/Å, E -4836.65141 Eh. Number 4: strongest force on any atom 8.6 eV/Å, E -1306.65391 Eh.